Record 1
A structure of composition C37H90AgN6O15, computed with ωB97M-V/def2-TZVPD.

The geometry in ORCA input format:
```
! RIJCOSX wB97M-V def2-TZVPD def2/J DEFGRID3
* xyz 0 2
H -0.68073 0.66410 -11.51527
H 3.47029 -2.05837 -4.83541
C 1.08581 -10.64408 6.79855
C 5.15348 -0.84063 -4.29477
H 6.15984 -0.93175 -3.88608
H 6.45691 3.31494 0.60419
O 1.63926 1.50462 2.35274
O 1.77940 -9.43170 6.65597
H -6.67467 1.38108 6.83544
H -2.00914 7.20464 4.92108
C 3.84916 -4.22446 -2.89501
H -8.82889 7.78065 8.08306
H 9.23995 -2.61430 -0.55178
C -4.92549 2.16939 -11.54473
C -5.14344 1.49490 4.84415
C -5.81849 8.50111 5.55066
H -4.38103 0.33564 2.40852
H -2.19926 -5.48611 6.22950
H -4.82260 0.14441 0.17537
C 2.49278 -9.30974 5.43869
C -3.08318 7.32985 4.78372
H 3.22065 -10.11988 5.48307
H 1.83097 -9.56623 4.61145
H -5.40167 1.18899 -11.53156
H 1.58049 -7.21321 5.92656
C -0.01719 -6.02908 4.77431
C 1.42651 0.58131 1.48278
O -1.72029 1.82503 -8.45504
H -3.79166 1.52919 -9.86120
H 0.08947 -4.99350 5.09726
H -9.13751 9.46854 7.38383
H 12.13783 -3.79945 -0.63223
C -6.72945 2.36541 6.37048
O 2.44863 -0.13538 1.25864
H -6.56850 3.30681 -13.17006
H 3.90613 -7.85066 6.06204
C 4.44811 -2.22243 -4.38259
H 5.04331 -2.71126 -5.15388
C -3.46387 8.43623 5.78613
H 7.40610 -0.10955 -5.96654
C 9.27513 0.44176 0.78840
H -0.12785 -5.05591 -3.88197
H -5.82469 9.51696 5.15553
H 10.05574 -3.46956 0.76054
H -7.34353 0.27975 -2.46491
C -2.95196 6.78006 2.52056
C 0.20488 -5.31791 -2.87761
H 6.49454 1.26189 -5.31563
H -7.15770 -0.32962 1.97485
H 7.66240 4.21412 1.45831
H -7.60473 2.30598 5.72360
N -5.28892 0.15964 2.81452
C 3.18231 -7.96974 5.25581
C 7.00768 3.34692 1.54426
O -6.86913 0.06721 -0.50077
C 2.32481 -4.08413 -3.06418
C -6.09427 -0.33323 1.73565
C -7.16817 8.21270 6.18826
H -2.50684 1.78256 -12.40711
N -2.55936 1.27074 -11.53799
H -4.07825 1.50076 4.61301
N 2.27049 -6.83491 5.29340
H -2.69472 8.55073 6.54994
O -5.53169 2.65815 5.63011
C 1.27936 -6.59206 4.24044
C -1.89936 -6.53315 6.18614
C 9.11400 -1.83620 1.47606
H -5.66689 2.19041 2.89125
H 8.03349 1.72717 -0.24117
H -5.71231 7.91692 4.63658
H 9.32122 2.59884 0.53936
H -3.58980 6.95870 1.65490
H -4.78078 7.24486 6.72949
H 4.03441 -2.31474 -2.36786
N -4.72891 8.22981 6.51204
H 9.61629 0.28048 -0.23419
C -1.19096 0.90459 -9.39959
H 1.65621 -11.22193 7.52575
H 4.30024 -4.83536 -3.67695
H 3.77632 -8.03138 4.34398
H -0.12244 0.79861 -9.21218
H -5.66805 3.00331 -14.63849
H 1.03818 -11.18671 5.85442
H -0.30959 -6.20037 -2.49725
N 8.33253 -0.58003 1.29232
H 9.79747 -1.69649 2.31360
O -0.52314 -6.80087 5.87649
H -3.19734 3.06354 -10.70956
C -1.78008 1.40985 -7.04114
C 11.89858 -2.78496 -0.95106
H -2.11836 -6.91590 7.18295
C -3.56369 2.04064 -10.79637
H 1.97868 -3.37958 -2.30792
H -0.95971 2.39078 -11.07011
H -7.40110 7.14802 6.20574
Ag 4.98275 0.87803 4.06922
H 8.41891 -2.56395 1.89477
C 6.44029 0.39566 -5.97503
H 6.29372 0.86011 -6.95018
H 1.96636 -3.53026 -3.93184
H -5.74732 -0.19901 -2.31198
C -5.84686 0.38154 0.46308
C -1.25934 1.35612 -10.90337
H -5.26656 0.61596 5.47693
H 10.14843 0.52116 1.43582
C -8.49888 8.81408 7.97707
C 8.58511 1.81021 0.69527
H -2.11700 2.18908 -6.35749
H 6.20833 3.47988 2.27328
H -5.89347 -1.39159 1.56934
H 4.05033 -4.64474 -1.90962
H -7.98615 8.59063 5.57491
H -6.93788 1.21377 3.64900
O 7.71715 2.15574 1.74623
C 9.87311 -2.48664 0.32623
H -5.55580 2.81451 -10.93267
H -6.81122 3.10736 7.16479
H -5.93729 1.45772 0.61055
O 1.64175 -5.31467 -2.83904
H 1.72647 -5.95657 3.47602
C -6.48712 0.42098 -1.80559
H -1.94785 7.05426 2.19701
H 0.97318 -7.49546 3.71297
O 11.18492 -2.04537 0.00865
H -3.40134 9.41285 5.30612
O -3.47526 7.68616 3.45487
H -0.76789 1.10628 -6.77396
H 4.62344 -0.09629 -3.70052
H -1.60510 -0.10326 -9.37072
C -5.83762 2.63855 -13.62541
H -6.09154 1.58252 -13.71717
H -8.45614 9.19606 8.99705
H -0.13601 -4.49541 -2.24883
N 4.53650 -2.86752 -3.04789
O -4.68702 2.70083 -12.87544
H -2.47273 -7.07007 5.43046
H 11.38545 -2.75521 -1.91227
H -2.30032 0.45522 -6.96275
H -0.74525 -6.01979 3.96317
O -7.20770 8.87212 7.42545
C -5.86206 1.30870 3.50167
O 5.30094 -0.40614 -5.64293
H -6.31102 1.49535 -1.75260
O 0.35119 0.25685 0.99034
H -3.38064 6.34778 5.15135
H 0.07851 -10.46475 7.17442
H 12.85628 -2.26927 -1.02162
H 7.64653 -0.90034 0.62382
H -3.06794 5.71343 2.71277
*
```

Results
<S²> = 0.784
HOMO level (spin up / spin down) = -0.3125 / -0.3084 hartree
Orbital gap (spin up / spin down) = 4.8 / 4.7 eV

***

Record 2
A structure of composition C37H91Br3O24P6, computed with ωB97M-V/def2-TZVPD.

The geometry in ORCA input format:
```
! RIJCOSX wB97M-V def2-TZVPD def2/J DEFGRID3
* xyz 0 1
O -23.55243 -17.61969 24.84246
H -20.84178 -17.70984 16.72677
C -20.54911 -18.31836 24.53304
O -32.57898 -12.55093 18.43304
H -32.03372 -14.85631 15.12019
C -21.39997 -13.87767 22.29527
H -17.93994 -16.29634 20.44944
P -22.52835 -16.56392 25.04731
H -27.10922 -12.72256 18.83414
H -15.35828 -17.31568 16.95000
C -18.00549 -20.75331 11.05443
H -23.58647 -25.50853 14.06822
H -25.03695 -20.70954 13.57148
H -33.37234 -14.20640 16.13545
H -29.22013 -14.93567 18.36284
H -31.13071 -16.53068 20.97319
H -26.72446 -21.26348 22.75399
H -12.95467 -19.51609 20.06360
H -21.07409 -17.87217 14.31496
H -23.95391 -25.00709 23.99536
H -22.50761 -21.16261 9.37106
H -21.09808 -21.02572 19.35740
H -20.65452 -13.08258 22.27962
H -21.13581 -19.47225 20.22741
H -20.94278 -19.32638 16.39582
O -16.14062 -16.83093 19.70399
H -23.78221 -17.90858 19.97197
O -17.08308 -19.81038 13.15062
C -20.26829 -18.48779 16.22279
O -17.00982 -18.01215 14.90065
C -20.10170 -17.93883 14.80294
C -21.37495 -21.19296 21.46939
C -24.44171 -24.03242 24.00853
H -17.62187 -18.60162 18.40024
H -32.99006 -15.03617 20.75512
O -13.58049 -16.70434 19.75969
H -15.96118 -20.76739 11.64511
H -24.05898 -20.73254 8.73034
H -14.89922 -14.44200 20.13706
H -20.72608 -17.42324 22.51384
H -24.17663 -19.31939 14.37810
H -12.79202 -21.47851 18.28008
O -14.82992 -18.95763 19.32916
H -27.93516 -13.26963 20.17842
C -23.39731 -17.49627 19.03926
O -22.22714 -20.99339 13.66673
C -13.82292 -14.27146 20.11270
C -26.61785 -21.80572 21.81446
H -19.38557 -18.59782 22.75033
P -14.88110 -17.62907 20.24696
H -24.74561 -23.93037 25.05032
H -23.35637 -19.92457 11.09490
C -27.71242 -13.57182 19.15510
C -14.98651 -18.03398 16.21929
C -32.73230 -16.24888 16.61507
C -24.47632 -20.36551 14.44064
H -26.49068 -20.14023 20.44341
C -31.99287 -14.62677 20.59355
H -15.18525 -19.08755 16.41572
H -18.71912 -21.14511 11.77923
H -13.85493 -21.72581 19.61051
O -22.29309 -15.68358 23.68457
C -28.88439 -13.90179 18.28239
H -17.63848 -21.61852 10.50233
H -19.28979 -18.63884 16.67867
C -22.35521 -24.70508 12.41540
O -23.76050 -21.68058 23.54545
H -20.62761 -21.89313 21.84268
H -15.68563 -16.64059 14.57614
O -29.96562 -13.02450 18.54709
P -22.18289 -22.00923 12.39408
H -24.44502 -14.77392 25.41787
H -25.01578 -20.53014 10.94914
H -27.25966 -22.68438 21.87871
H -30.05004 -15.13697 21.49029
Br -23.43277 -19.01407 17.68957
O -31.31896 -14.27357 16.86165
H -23.75003 -22.38816 9.33570
C -23.98289 -14.79958 26.40472
Br -24.70581 -16.09228 18.48017
P -23.95941 -21.23149 21.92987
O -24.19644 -19.80926 21.61984
P -31.48608 -13.52843 18.27735
C -22.70320 -25.76341 13.48259
C -13.56311 -19.52885 19.15931
C -20.82642 -20.51600 20.28178
H -21.41911 -20.52590 22.33031
H -21.39857 -18.93515 24.23963
H -27.52175 -21.51715 19.83660
H -22.37539 -13.48275 22.01122
H -31.83500 -16.86767 16.62152
H -22.90500 -26.71506 12.99093
C -23.22297 -21.25727 14.65374
H -28.70146 -13.71969 17.22339
H -27.99940 -20.37316 21.08825
C -27.16460 -20.95730 20.70096
H -22.96475 -20.99797 15.68047
H -22.79499 -22.84372 24.81947
H -33.54271 -16.65101 16.00711
O -19.28181 -18.80976 14.00694
H -18.49965 -20.01631 10.42139
H -23.82070 -13.76034 26.69068
H -19.73766 -20.52439 20.33301
O -17.66965 -17.36256 12.49744
H -19.78221 -16.89681 14.81723
C -23.34322 -23.00106 23.89060
C -31.05862 -15.54683 21.43681
H -25.08578 -20.59035 15.31591
H -13.53982 -13.78705 19.17820
O -21.02476 -17.15364 25.28251
H -15.21349 -18.21078 14.00367
H -13.90602 -17.90557 16.15486
H -21.88607 -25.84682 14.19914
H -33.19606 -16.18159 17.59919
C -16.84836 -20.15376 11.80155
O -14.86349 -17.92544 21.74684
H -17.44931 -17.96364 20.95745
C -19.99036 -17.81862 23.21420
H -31.83111 -13.60187 20.92750
O -31.67439 -14.80059 19.22005
P -17.79727 -18.38789 13.53565
O -22.74369 -15.50385 26.27794
H -21.21517 -14.67604 21.57655
H -25.76252 -14.73314 27.40049
H -19.78734 -18.73988 25.18888
Br -21.64492 -16.59964 19.39396
O -25.22509 -22.17439 21.46094
C -15.64950 -17.69291 14.85796
H -16.67153 -19.22854 11.25310
H -23.51381 -22.30650 14.70516
H -19.17755 -17.97851 18.93060
H -20.52133 -14.77154 24.20560
O -23.70895 -21.88279 11.82516
O -21.09534 -21.85654 11.43875
H -24.48019 -15.19174 28.51963
H -23.10263 -24.51601 11.64488
C -23.57669 -21.32579 9.50723
H -13.03313 -19.00686 18.36260
H -27.05503 -14.43882 19.22022
C -17.42682 -17.21512 20.16543
C -24.86181 -15.33732 27.50905
H -13.17102 -15.65135 21.49490
C -18.11243 -17.75318 18.87730
H -22.59235 -23.27568 23.14974
H -21.44474 -24.98856 11.88740
H -25.33920 -23.89096 23.40637
O -22.19516 -23.46272 13.15057
H -13.53968 -13.49828 20.82689
C -13.06956 -15.61250 20.41033
H -12.02330 -15.35775 20.24137
H -14.46060 -21.23614 18.02544
H -22.04406 -13.83739 24.32605
C -23.96308 -20.80439 10.88058
C -21.47194 -14.54305 23.72370
H -18.06455 -16.94934 18.14269
H -25.12811 -16.36536 27.26343
C -13.67682 -21.06384 18.76307
H -19.26360 -17.07578 23.54302
C -32.45718 -14.79837 16.12290
O -22.60190 -21.81788 21.17869
H -31.35362 -15.54140 22.48612
*
```

Results
HOMO level = -0.3742 hartree
Orbital gap = 9.5 eV
ΔE to the lowest compared entry with this formula, charge and spin = 72.2 kcal per mole

***

Record 3
A cluster of 13 separate species, C37H97BN17O20 in total, computed with ωB97M-V/def2-TZVPD.

The geometry in ORCA input format:
```
! RIJCOSX wB97M-V def2-TZVPD def2/J DEFGRID3
* xyz -1 1
H -28.33936 -6.73281 1.74413
H -22.41918 -9.93563 0.46822
H -28.66108 -5.36508 -3.38996
H -22.76550 -7.03617 2.06327
H -34.38888 -10.83502 5.71853
H -28.40600 -5.20804 2.67966
H -18.18057 -15.59428 3.60140
H -32.58247 -14.62945 5.55402
H -24.77552 -18.86903 1.91482
O -22.67570 -11.98187 -1.35676
H -29.43835 -17.20267 -0.32530
H -34.12440 -9.28025 4.99001
H -25.64186 -14.69459 5.96233
H -24.13430 -4.86316 5.35492
O -21.23700 -7.60633 3.46074
O -32.36106 -14.31335 3.20229
C -22.93906 -17.42783 5.16820
H -27.82080 -19.98741 0.33980
H -30.25967 -16.93464 1.07259
H -23.55628 -17.03069 4.36234
C -33.64142 -10.05233 5.58895
H -25.54239 -20.31323 1.37321
H -28.47511 -10.12280 6.53279
N -25.79282 -12.26120 7.59766
H -29.96512 -5.25482 -0.53099
O -28.24676 -17.39237 1.37443
H -21.77123 -15.11961 5.44910
H -27.33761 -20.61126 4.08743
H -20.27878 -4.13553 5.11033
O -27.04394 -12.60073 3.15714
H -21.18575 -10.13350 7.36139
C -29.85864 -19.04921 0.68468
H -27.92114 -5.81307 4.93323
O -24.81901 -12.58521 2.57629
C -19.80044 -15.40309 4.84124
H -22.31044 -8.01962 -0.86723
C -28.85213 -19.94515 -0.01044
H -23.17066 -11.65330 4.22940
N -21.21844 -10.57959 6.45583
C -26.97150 -18.46109 4.01645
O -28.23311 -4.83049 0.76964
N -28.71513 -9.70133 5.64688
H -23.24897 -17.10856 6.16325
H -23.56603 -11.62354 0.48504
H -22.32581 -8.69885 2.40167
H -21.57035 -15.21554 3.77795
C -25.30947 -8.09390 -2.24820
H -31.23014 -10.53921 6.65292
H -24.67512 -11.46343 -0.89849
C -26.44197 -18.26016 5.44671
N -31.21733 -19.17749 0.13916
H -29.93976 -19.38931 1.71708
H -27.96528 -15.43213 1.52421
H -26.39528 -11.45971 7.71916
H -27.94785 -10.19922 5.21854
N -25.47697 -13.86828 6.51922
H -26.22382 -9.66857 -2.92739
C -22.28026 -11.22675 5.97854
N -24.92956 -5.48494 5.32239
C -31.24642 -9.94406 5.73988
H -27.70146 -15.94624 -0.12849
H -30.01955 -4.28489 -2.96504
H -33.66031 -9.59815 6.57964
O -24.35947 -14.79999 3.14809
C -26.03891 -9.47372 3.08543
N -26.81277 -4.64701 -1.84134
O -27.56668 -13.51658 7.21120
H -20.25466 -13.43318 5.42530
O -25.46908 -20.24748 3.40801
N -28.38418 -18.04353 4.13088
H -28.84032 -12.19725 4.58861
H -26.84322 -17.41964 6.01295
N -26.17308 -9.07160 -2.11427
H -26.47730 -9.39804 -1.20819
H -25.37172 -18.30656 5.64798
C -26.56221 -13.79283 3.55313
H -28.69794 -19.89063 -1.08810
H -18.55773 -7.77222 4.58440
C -21.66466 -9.87645 -0.31619
H -23.89556 -20.24474 2.04147
H -26.48289 -3.88679 -2.41871
O -23.10282 -11.62141 6.75531
H -24.80852 -12.03855 7.63852
H -26.78594 -19.09793 6.05328
O -26.48402 -3.81306 5.32371
H -20.66481 -8.27593 -1.55402
H -19.24345 -15.76300 5.70629
H -21.55090 -6.42831 5.28023
O -25.93808 -10.59196 3.71784
N -19.07135 -16.04573 3.75246
C -26.08658 -5.00002 5.23252
C -22.53014 -7.73435 2.86655
C -21.32181 -8.44766 -0.70140
H -31.39052 -8.87390 5.88852
H -19.61014 -15.98369 2.90043
H -30.96467 -15.19621 5.89614
O -25.80013 -8.38543 3.62875
C -28.87621 -5.23217 -0.48770
H -24.70783 -6.57466 -1.17086
H -18.53889 -13.72202 5.30734
C -28.75090 -5.72426 1.78375
C -22.17687 -10.61602 -1.59451
C -23.79801 -11.98578 -0.51649
H -26.46977 -16.29341 1.14468
H -29.76551 -15.76927 4.26856
N -26.93144 -6.01235 4.90374
H -29.92081 -14.87434 2.82870
H -26.45336 -17.63882 3.52300
H -21.57494 -10.87382 4.15587
C -18.80020 -6.83493 5.08519
H -24.92697 -6.44907 5.02148
H -29.91468 -12.12659 6.07142
C -29.91716 -10.27239 5.02955
N -31.68910 -14.97096 5.22939
C -28.21712 -4.33568 -1.62148
H -28.57417 -3.72011 -3.78752
C -28.93468 -4.38398 -3.00177
C -25.06850 -13.85933 3.14357
H -19.16039 -5.83496 3.25096
H -19.76093 -10.22509 -0.51604
C -27.53235 -16.22330 0.91206
H -23.30052 -7.70273 3.63700
H -29.83565 -5.70115 1.88804
H -25.79406 -7.68585 -0.37368
N -25.17348 -7.47041 -1.14087
O -26.46300 -11.04584 1.40249
H -23.03888 -18.51277 5.13581
H -29.09468 -20.98559 0.20577
H -21.06004 -7.76117 0.10377
C -26.41054 -13.27877 7.10360
H -28.14787 -3.29477 -1.30557
N -22.35112 -11.26273 4.67201
H -18.98819 -4.69791 5.88500
N -19.43147 -4.66904 4.97794
H -17.79143 -6.51041 5.34048
C -19.49282 -13.92528 4.82072
C -21.28151 -15.73300 4.69278
H -19.52255 -13.59022 3.78392
H -31.22506 -19.54337 -0.80221
H -20.51785 -10.31575 5.77784
C -21.13369 -6.34042 4.27708
C -29.46324 -17.57761 0.69789
H -23.09481 -10.15337 -1.95704
H -28.60285 -6.24314 -0.78986
O -21.57441 -17.08635 4.80287
H -19.09315 -7.09894 6.10134
O -32.41232 -10.51613 5.05841
H -24.64623 -13.31020 6.38316
H -26.59224 -6.96191 4.84558
H -20.18633 -9.86565 0.92471
H -24.13000 -13.01437 -0.37541
C -19.64945 -5.91644 4.22168
O -27.12094 -14.72008 4.08478
C -29.74861 -11.80262 5.04401
H -28.45741 -17.76421 3.16304
C -26.50033 -9.72721 1.58211
H -21.72165 -5.56855 3.78047
C -26.85288 -19.89144 3.42789
H -26.18066 -4.60444 -1.05475
H -27.34430 -19.97550 2.45860
N -30.37610 -15.42876 3.53964
H -28.22837 -17.12289 4.51591
O -26.87200 -8.89068 0.77076
H -30.66556 -12.21755 4.62552
O -24.72688 -7.84465 -3.30548
B -26.00171 -11.69692 2.69667
N -20.48723 -10.44167 0.15156
C -31.55935 -14.92071 3.89895
H -21.46358 -10.61853 -2.41872
H -31.78151 -19.77262 0.72875
C -24.92556 -19.91578 2.17922
H -29.97950 -10.04580 3.96519
*
```

Results
HOMO level = -0.2698 hartree
Orbital gap = 9.0 eV
ΔE to the lowest compared entry with this formula, charge and spin = 156.9 kcal per mole